Below is one molecule with the formula C5H12O2 at a distorted geometry, with properties calculated with ωB97M-V/def2-TZVPD.

Cartesian coordinates (Å):
H1 -1.882 1.896 -0.641
O1 -1.588 -1.521 -0.095
H2 2.504 1.006 0.363
H3 -0.129 0.410 1.806
H4 2.474 -0.090 1.749
H5 -2.263 -0.105 1.126
H6 -1.472 0.575 -1.776
H7 0.066 1.345 0.337
H8 -3.085 0.679 -1.007
H9 1.487 -0.015 -1.652
H10 0.942 -1.620 0.576
C1 -0.204 0.364 0.722
O2 0.959 -0.697 -1.217
C2 2.399 -0.038 0.665
C3 -1.535 -0.204 0.315
H11 3.226 -0.599 0.226
H12 -0.945 -1.629 -0.823
C4 -2.018 0.843 -0.874
C5 1.063 -0.598 0.202

Summary:
Calculated total energy: -348.1571 a.u.
F_max: 4.2 eV Å⁻¹
Charge: 0
Relative energy (zero: lowest compared OMol25 entry of this formula, charge and spin): 30.0 kcal/mol
Lowest unoccupied orbital energy: 0.9 eV
Gap between HOMO and LUMO: 10.46 eV
SMILES: C[C@H](O)C[C@@H](C)O

Computed natural (NBO) charges, given in elementary charges: H 0.1996; O -0.7078; H 0.1993; H 0.2049; H 0.2241; H 0.1736; H 0.2053; H 0.2003; H 0.2043; H 0.4748; H 0.1841; C -0.4453; O -0.7531; C -0.6438; C 0.1086; H 0.2171; H 0.4823; C -0.6410; C 0.1128

---

Below is C31H34AgN3O2P2 as an isolated structure, with properties calculated with ωB97M-V/def2-TZVPD.

Cartesian coordinates (Å):
C1 -0.006 -3.574 -0.342
C2 -1.781 -3.910 2.621
C3 2.548 -3.005 0.583
C4 -3.128 -3.937 4.615
C5 -3.252 -2.556 4.550
H1 1.640 -1.410 1.688
H2 -0.624 0.796 -4.270
H3 1.883 -1.374 -1.565
C6 -2.389 -4.610 3.653
C7 0.555 -0.218 -2.783
C8 0.982 5.113 1.384
H4 0.918 -5.126 -1.495
H5 -3.820 -2.025 5.302
C9 -2.530 -1.636 -0.035
C10 0.167 2.389 -1.823
H6 -2.261 0.744 -2.559
H7 3.193 -4.630 -0.661
C11 -0.401 4.924 0.748
H8 -2.832 -2.685 -0.094
H9 2.036 2.376 -0.765
C12 1.074 -4.325 -0.783
C13 -2.293 -1.097 -1.451
H10 1.471 5.976 0.934
H11 -1.526 -1.698 -1.949
H12 -0.324 4.854 -0.338
C14 -1.019 3.690 1.222
C15 2.077 -1.884 -3.643
H13 0.322 -0.460 -6.161
C16 2.350 -4.045 -0.316
C17 0.126 0.035 -4.086
H14 -3.367 -1.105 0.431
N1 2.389 0.607 3.389
C18 1.637 -1.631 -4.932
C19 1.537 -1.180 -2.573
H15 0.894 5.283 2.457
C20 1.394 2.930 -1.441
C21 -1.901 -2.525 2.547
H16 -1.070 5.753 0.983
C22 -0.686 3.139 -2.630
P1 -0.124 0.653 -1.310
C23 -0.312 4.404 -3.065
H17 -2.706 -0.772 3.488
H18 0.890 1.409 4.503
C24 2.625 1.476 2.257
C25 1.471 -2.245 1.014
H19 -3.216 -1.272 -2.010
P2 -1.176 -1.510 1.211
O1 3.792 1.833 2.115
H20 -3.601 -4.487 5.418
C26 0.927 4.924 -2.709
H21 -2.283 -5.686 3.707
H22 2.735 4.590 -1.595
H23 1.596 4.227 1.228
C27 -1.930 0.391 -1.580
H24 0.945 -0.241 4.467
C28 1.775 4.187 -1.892
O2 1.620 1.747 1.539
H25 1.223 5.904 -3.060
H26 -2.455 0.984 -0.822
H27 -0.997 -3.802 -0.715
H28 3.109 0.772 4.081
Ag1 -0.330 0.602 1.895
N2 1.071 0.598 3.917
H29 2.842 -2.630 -3.465
H30 3.544 -2.770 0.937
H31 -1.199 -4.443 1.880
C29 0.182 -2.531 0.563
H32 -1.652 2.747 -2.925
C30 -2.632 -1.854 3.527
H33 2.058 -2.178 -5.767
N3 -1.453 2.696 1.600
C31 0.660 -0.667 -5.153
H34 -0.982 4.980 -3.691

Summary:
Calculated total energy: -2346.1497 a.u.
F_max: 0.2 eV Å⁻¹
Charge: 0
Relative energy (zero: lowest compared OMol25 entry of this formula, charge and spin): 0.6 kcal/mol
Lowest unoccupied orbital energy: 0.7 eV
Gap between HOMO and LUMO: 8.46 eV

Computed Löwdin charges, given in elementary charges: C -0.1074; C -0.0780; C -0.0737; C -0.0882; C -0.0857; H 0.0756; H 0.0970; H 0.0826; C -0.0806; C -0.3608; C -0.0776; H 0.1059; H 0.1029; C -0.3395; C -0.3717; H 0.0634; H 0.1046; C -0.2009; H 0.0809; H 0.0938; C -0.0819; C -0.2939; H 0.0778; H 0.0875; H 0.0812; C -0.1966; C -0.0799; H 0.1011; C -0.0866; C -0.0865; H 0.0878; N -0.0495; C -0.0896; C -0.0949; H 0.0794; C -0.1020; C -0.3635; H 0.1187; C -0.1041; P 1.0405; C -0.0945; H 0.0876; H 0.0845; C -0.7686; C -0.1027; H 0.1091; P 0.9419; O -0.0093; H 0.1024; C -0.0973; H 0.1038; H 0.1113; H 0.0584; C -0.3692; H 0.0757; C -0.0865; O -0.1743; H 0.1018; H 0.0761; H 0.1023; H 0.1127; Ag 0.5695; N -0.0498; H 0.1014; H 0.1115; H 0.0973; C -0.3894; H 0.0908; C -0.1144; H 0.1003; N 0.1122; C -0.0836; H 0.1012